Here is a molecular structure, C10H14FeNO6S at a distorted geometry from OMol25. Energies are from wB97M-V/def2-TZVPD.

```
33
Properties=species:S:1:pos:R:3
Fe -0.8921 1.8334 0.4179
C -2.3667 0.7056 1.4355
C -2.8932 1.8999 0.8585
C -2.2692 3.0061 1.5024
C -1.3339 2.5031 2.4276
C -1.3982 1.0812 2.3782
H -2.5964 -0.2951 1.1115
H -3.5736 1.9765 0.0255
H -2.4307 4.0390 1.2431
H -0.6583 3.0802 3.0370
H -0.7534 0.4146 2.9277
O 2.8921 -0.0306 0.7573
C 1.5989 -0.0815 0.5693
O 0.9135 0.9199 0.6726
C 1.0485 -1.4748 0.2769
N 2.1417 -2.4496 0.4450
C 2.3188 -3.2064 -0.8131
C 1.7949 -2.2452 -1.8685
C 0.5814 -1.6219 -1.1836
H 0.2311 -1.6372 0.9830
H 2.0026 -3.0491 1.2460
H 3.1675 -0.9902 0.7114
H 1.7279 -4.1276 -0.8087
H 3.3667 -3.4718 -0.9478
H 1.5384 -2.7446 -2.8003
H 2.5427 -1.4820 -2.0958
H -0.2609 -2.3152 -1.2102
H 0.2478 -0.6814 -1.6139
O -0.6923 3.0498 -1.0102
S -1.3801 2.1073 -2.0500
O -0.6236 1.9809 -3.2566
O -1.2261 0.8301 -1.1828
O -2.7658 2.4767 -2.1852
```

Values from the calculation:
Energy above the lowest of the compared OMol25 structures with the same formula, charge and spin (eV): 0.094
2S+1: 2
⟨S²⟩: 0.781
Highest occupied orbital energy (spin up / spin down) (eV): -9.3 / -9.2